1.
The following is a quantum chemistry calculation of a molecular structure, C23H72BrCdN18O11 at a distorted geometry, from the Open Molecules 2025 dataset.

Positions of all 126 atoms, in Å:
Cd (-2.046, 2.056, 0.990)
Br (-0.813, -0.018, 0.414)
C (-0.891, -3.696, 2.483)
O (-0.867, -4.676, 3.179)
N (-1.899, -3.096, 2.190)
N (0.159, -3.024, 2.194)
H (-1.959, -2.104, 2.009)
H (-2.615, -3.548, 2.740)
H (-0.093, -2.287, 1.550)
H (1.070, -3.061, 2.627)
C (-4.160, 1.922, -1.477)
O (-3.547, 1.714, -0.491)
N (-5.449, 2.092, -1.577)
N (-3.550, 1.761, -2.631)
H (-5.980, 2.381, -0.768)
H (-5.933, 2.127, -2.463)
H (-2.612, 1.402, -2.742)
H (-4.147, 1.919, -3.429)
C (-3.140, 5.031, 1.547)
O (-2.915, 3.824, 1.275)
N (-3.508, 5.511, 2.652)
N (-2.838, 6.053, 0.782)
H (-3.920, 4.827, 3.271)
H (-3.785, 6.482, 2.646)
H (-2.972, 6.974, 1.175)
H (-2.894, 5.937, -0.220)
C (3.378, -2.188, 3.520)
O (2.248, -2.739, 3.806)
N (4.199, -1.757, 4.433)
N (3.870, -2.074, 2.308)
H (4.311, -2.460, 5.149)
H (5.000, -1.254, 4.080)
H (4.478, -1.296, 2.098)
H (3.266, -2.555, 1.657)
C (-0.412, 2.381, 3.803)
O (-0.918, 2.451, 2.695)
N (0.502, 1.537, 4.165)
N (-0.433, 3.298, 4.795)
H (0.687, 0.745, 3.565)
H (0.945, 1.580, 5.072)
H (-0.124, 2.986, 5.704)
H (-1.016, 4.117, 4.701)
C (-0.327, 3.628, -1.255)
O (-1.018, 3.242, -0.381)
N (-0.851, 4.113, -2.358)
N (0.959, 3.630, -1.325)
H (-1.850, 4.182, -2.493)
H (-0.268, 4.318, -3.157)
H (1.139, 4.128, -2.185)
H (1.488, 3.566, -0.467)
C (-3.917, 0.172, 2.866)
O (-3.262, 1.047, 2.365)
N (-4.716, -0.552, 2.272)
N (-4.025, -0.085, 4.104)
H (-4.666, -0.443, 1.269)
H (-4.926, -1.471, 2.635)
H (-4.637, -0.839, 4.383)
H (-3.406, 0.395, 4.742)
C (-0.327, 3.574, -5.841)
C (0.157, 2.351, -5.176)
C (-0.802, 1.143, -5.272)
O (-0.049, -0.025, -4.808)
C (-0.776, -1.050, -4.006)
N (1.474, 2.140, -5.753)
H (-0.389, 3.583, -6.929)
H (0.199, 4.504, -5.627)
H (-1.350, 3.893, -5.640)
H (0.231, 2.529, -4.103)
H (-1.244, 1.011, -6.260)
H (-1.570, 1.339, -4.524)
H (-0.065, -1.585, -3.376)
H (-1.281, -1.712, -4.710)
H (-1.598, -0.633, -3.424)
H (1.450, 1.625, -6.621)
H (1.671, 1.415, -5.079)
C (1.428, -2.726, -1.286)
C (2.637, -1.688, -1.244)
C (2.657, -0.750, -2.426)
O (3.717, 0.150, -2.391)
C (3.646, 0.907, -3.589)
N (2.710, -0.738, -0.101)
H (1.152, -3.108, -0.304)
H (1.701, -3.568, -1.923)
H (0.504, -2.262, -1.630)
H (3.493, -2.341, -1.412)
H (1.790, -0.091, -2.451)
H (2.486, -1.432, -3.259)
H (4.518, 1.558, -3.535)
H (2.685, 1.419, -3.549)
H (4.019, 0.306, -4.419)
H (1.803, -0.308, 0.014)
H (3.438, -0.051, -0.233)
C (4.577, 2.563, 4.448)
C (4.454, 2.562, 2.879)
C (4.259, 1.099, 2.305)
O (5.399, 0.195, 2.579)
C (6.356, 0.337, 1.504)
N (3.211, 3.205, 2.515)
H (4.715, 3.535, 4.923)
H (5.350, 1.979, 4.948)
H (3.712, 2.043, 4.858)
H (5.206, 3.196, 2.409)
H (4.203, 1.283, 1.232)
H (3.332, 0.660, 2.673)
H (6.613, 1.392, 1.404)
H (5.984, 0.081, 0.512)
H (7.322, -0.143, 1.659)
H (3.022, 3.262, 1.525)
H (2.415, 2.642, 2.781)
C (-1.692, -4.525, -1.674)
C (-2.828, -5.472, -1.196)
C (-2.381, -6.813, -0.709)
O (-3.561, -7.636, -0.730)
C (-3.305, -9.016, -0.562)
N (-3.470, -4.818, 0.005)
H (-0.928, -4.187, -0.973)
H (-2.088, -3.558, -1.985)
H (-1.145, -4.950, -2.515)
H (-3.357, -5.715, -2.118)
H (-1.861, -6.776, 0.248)
H (-1.738, -7.199, -1.500)
H (-2.633, -9.385, -1.337)
H (-4.236, -9.583, -0.562)
H (-2.896, -9.342, 0.395)
H (-2.816, -4.710, 0.767)
H (-3.709, -3.889, -0.313)

Summary:
charge = +1
E_LUMO = -2.4 eV
HOMO-LUMO gap = 7.59 eV
E = -5474.2786 hartree
HOMO level = -0.3659 hartree
strongest force on any atom = 0.24923 hartree/bohr

---

2.
The following is a quantum chemistry calculation of 13 unconnected molecules or ions with the total composition C23H72F3N10O14 at a distorted geometry, from the Open Molecules 2025 dataset.

Positions of all 122 atoms, in Å:
C (0.530, 0.729, -1.708)
O (1.042, 0.017, -0.548)
O (1.213, 0.308, -2.770)
C (-1.003, 0.458, -1.725)
F (-1.572, 0.944, -2.858)
F (-1.280, -0.859, -1.706)
F (-1.655, 1.041, -0.698)
C (0.833, 0.636, 0.711)
C (1.157, -0.427, 1.770)
H (1.595, 0.168, 2.589)
H (0.244, -0.813, 2.216)
H (1.986, -1.069, 1.502)
H (-0.162, 1.051, 0.861)
H (1.535, 1.467, 0.856)
H (0.742, 1.793, -1.525)
C (3.278, -2.852, -2.534)
O (3.969, -3.865, -2.364)
N (2.244, -2.512, -1.721)
N (3.449, -2.034, -3.607)
H (1.924, -1.551, -1.713)
H (2.205, -3.043, -0.856)
H (2.846, -1.235, -3.715)
H (4.337, -2.123, -4.061)
C (3.939, 2.526, -3.000)
O (4.794, 3.375, -2.730)
N (3.823, 1.353, -2.319)
N (2.964, 2.681, -3.942)
H (2.920, 0.880, -2.353)
H (4.485, 1.145, -1.597)
H (2.792, 3.602, -4.300)
H (2.220, 1.996, -3.974)
C (-0.764, 2.590, -6.856)
O (-0.145, 3.559, -7.303)
N (-1.952, 2.204, -7.368)
N (-0.274, 1.769, -5.864)
H (-2.215, 2.879, -8.075)
H (-2.445, 1.344, -7.248)
H (-0.897, 1.359, -5.190)
H (0.595, 2.164, -5.530)
C (4.104, 0.220, 4.442)
C (5.232, 1.011, 5.097)
C (5.421, 0.576, 6.547)
O (6.361, 1.437, 7.160)
C (6.418, 1.347, 8.557)
N (6.500, 0.753, 4.370)
H (3.921, 0.520, 3.413)
H (3.167, 0.377, 4.991)
H (4.219, -0.864, 4.509)
H (5.042, 2.076, 4.970)
H (5.713, -0.469, 6.733)
H (4.443, 0.596, 7.063)
H (6.428, 0.302, 8.890)
H (5.668, 1.915, 9.125)
H (7.358, 1.868, 8.783)
H (6.855, -0.141, 4.696)
H (7.165, 1.441, 4.709)
C (-0.679, -3.962, 0.553)
C (0.494, -4.577, 1.339)
C (0.652, -6.070, 1.105)
O (1.352, -6.628, 2.223)
C (2.515, -7.339, 1.835)
N (1.714, -3.804, 1.022)
H (-0.688, -2.876, 0.578)
H (-1.665, -4.300, 0.884)
H (-0.550, -4.278, -0.489)
H (0.144, -4.420, 2.369)
H (1.235, -6.132, 0.178)
H (-0.302, -6.584, 0.999)
H (2.876, -7.908, 2.687)
H (3.229, -6.624, 1.410)
H (2.415, -8.047, 1.001)
H (2.418, -4.527, 1.186)
H (1.815, -3.137, 1.778)
C (-1.123, 4.783, -0.721)
C (-2.453, 4.749, -1.464)
C (-2.366, 4.396, -2.949)
O (-3.669, 4.556, -3.498)
C (-3.721, 4.197, -4.869)
N (-3.499, 4.040, -0.716)
H (-0.292, 4.349, -1.283)
H (-1.144, 4.554, 0.339)
H (-0.828, 5.841, -0.737)
H (-2.832, 5.776, -1.502)
H (-2.133, 3.326, -2.997)
H (-1.677, 5.020, -3.524)
H (-3.479, 3.163, -5.100)
H (-3.082, 4.901, -5.418)
H (-4.712, 4.521, -5.189)
H (-4.410, 4.225, -1.116)
H (-3.383, 3.032, -0.734)
C (-4.680, 1.486, 2.533)
C (-5.474, 0.172, 2.634)
C (-4.565, -0.988, 2.292)
O (-4.437, -1.127, 0.879)
C (-3.495, -2.136, 0.600)
N (-6.071, -0.020, 3.961)
H (-4.126, 1.618, 3.460)
H (-5.312, 2.368, 2.389)
H (-4.126, 1.473, 1.593)
H (-6.306, 0.062, 1.929)
H (-4.974, -1.912, 2.710)
H (-3.589, -0.810, 2.759)
H (-3.372, -2.298, -0.472)
H (-3.773, -3.114, 1.004)
H (-2.495, -1.846, 0.933)
H (-5.329, -0.129, 4.655)
H (-6.487, 0.851, 4.282)
O (-4.704, 0.266, -3.324)
H (-4.869, 0.724, -2.479)
H (-3.814, 0.533, -3.576)
O (-0.156, -1.103, -4.821)
H (0.369, -0.460, -4.302)
H (-0.403, -1.788, -4.189)
O (0.198, -2.194, 4.380)
H (0.072, -2.060, 5.326)
H (0.261, -1.305, 4.012)
O (-5.111, 1.119, -0.625)
H (-4.718, 0.297, -0.246)
H (-5.828, 1.344, -0.026)
O (-2.420, -2.821, -3.562)
H (-2.413, -2.179, -2.843)
H (-3.340, -2.854, -3.846)

Summary:
charge = -1
E_LUMO = 1.6 eV
HOMO-LUMO gap = 8.02 eV
E = -2820.1644 hartree
ΔE to the lowest compared entry with this formula, charge and spin = 0.0 kcal per mole
HOMO level = -0.2365 hartree
strongest force on any atom = 0.05244 hartree/bohr

---

3.
The following is a quantum chemistry calculation of 11 unconnected molecules or ions with the total composition C23H72N4O11 at a distorted geometry, from the Open Molecules 2025 dataset.

Positions of all 110 atoms, in Å:
C (3.113, 2.912, 0.076)
C (2.368, 3.832, 1.046)
C (0.808, 3.373, 1.214)
O (0.281, 3.203, -0.105)
C (-1.121, 3.221, -0.141)
N (3.089, 3.631, 2.225)
H (2.782, 2.692, -0.913)
H (3.266, 1.950, 0.445)
H (4.246, 3.077, -0.041)
H (2.358, 5.006, 0.916)
H (0.352, 4.206, 1.858)
H (0.824, 2.497, 1.881)
H (-1.603, 3.467, -1.032)
H (-1.663, 4.045, 0.340)
H (-1.509, 2.310, 0.312)
H (2.801, 2.995, 2.675)
H (2.968, 4.670, 2.797)
C (-0.329, -0.794, -2.935)
C (-0.079, 0.303, -1.844)
C (0.270, -0.225, -0.460)
O (-0.828, -0.855, 0.197)
C (-0.481, -1.258, 1.475)
N (0.939, 1.079, -2.270)
H (-0.788, -0.331, -3.838)
H (-1.148, -1.259, -2.291)
H (0.629, -1.546, -2.996)
H (-0.949, 0.811, -1.606)
H (0.725, 0.592, 0.126)
H (1.024, -0.987, -0.438)
H (-1.559, -1.776, 1.785)
H (-0.187, -0.352, 2.234)
H (0.232, -2.155, 1.593)
H (0.903, 1.762, -1.586)
H (1.872, 0.715, -2.172)
C (-3.213, 1.565, -4.212)
C (-3.373, 0.440, -5.207)
C (-4.220, -0.800, -4.687)
O (-3.340, -1.440, -3.731)
C (-3.793, -2.512, -2.967)
N (-3.851, 0.974, -6.445)
H (-4.257, 2.128, -4.266)
H (-2.444, 2.228, -4.539)
H (-3.051, 1.321, -3.250)
H (-2.455, 0.019, -5.438)
H (-4.520, -1.455, -5.382)
H (-5.023, -0.537, -4.169)
H (-4.278, -3.258, -3.512)
H (-4.808, -2.348, -2.454)
H (-3.016, -3.160, -2.321)
H (-4.947, 0.874, -6.529)
H (-3.512, 0.646, -7.470)
C (4.151, 1.944, 5.167)
C (3.065, 0.984, 4.705)
C (2.462, 0.156, 5.846)
O (1.940, 1.021, 6.882)
C (1.361, 0.401, 8.061)
N (1.925, 1.687, 4.107)
H (3.766, 2.503, 5.983)
H (4.529, 2.642, 4.317)
H (5.159, 1.290, 5.495)
H (3.523, 0.300, 3.988)
H (3.337, -0.393, 6.400)
H (1.739, -0.589, 5.806)
H (2.108, -0.099, 8.299)
H (0.489, -0.144, 7.722)
H (1.264, 1.261, 8.854)
H (1.270, 2.089, 4.611)
H (1.454, 1.011, 3.429)
C (2.036, -3.324, 4.035)
O (1.776, -3.878, 2.760)
H (1.348, -2.429, 4.349)
H (3.047, -3.068, 4.198)
H (1.786, -4.139, 4.858)
H (2.409, -4.537, 2.449)
C (1.850, 2.877, -4.997)
O (1.109, 1.669, -5.109)
H (2.312, 2.819, -3.969)
H (1.206, 3.642, -4.822)
H (2.644, 3.253, -5.628)
H (0.941, 1.226, -4.218)
C (-1.898, -5.139, 0.251)
O (-1.755, -6.473, 0.661)
H (-1.157, -4.515, 0.646)
H (-2.815, -4.872, 0.741)
H (-2.037, -4.995, -0.793)
H (-0.919, -6.579, 0.953)
C (-0.701, -4.227, -4.488)
O (-0.189, -4.754, -5.672)
H (0.193, -4.094, -3.850)
H (-1.196, -4.963, -3.952)
H (-1.393, -3.265, -4.586)
H (-0.648, -4.473, -6.351)
C (4.009, -1.143, -3.184)
O (3.925, -0.218, -2.091)
H (4.029, -2.127, -2.656)
H (4.900, -1.202, -3.554)
H (3.378, -1.210, -3.982)
H (4.317, -0.623, -1.212)
C (-4.125, 0.553, -0.165)
O (-4.916, 1.459, 0.488)
H (-4.019, 0.831, -1.160)
H (-4.312, -0.454, -0.059)
H (-3.136, 0.815, 0.137)
H (-5.717, 1.283, 0.055)
C (-1.608, 0.819, 4.283)
O (-1.171, 1.455, 5.531)
H (-1.218, 1.412, 3.498)
H (-2.616, 0.609, 4.313)
H (-1.332, -0.268, 4.451)
H (-1.426, 0.721, 6.205)

Summary:
structure (SMILES) = COC[C@H](C)N.COC[C@H](C)N.COC[C@H](C)N.COC[C@H](C)N.CO.CO.CO.CO.CO.CO.CO
charge = 0
E_LUMO = 0.1 eV
HOMO-LUMO gap = 8.74 eV
E = -1965.4371 hartree
ΔE to the lowest compared entry with this formula, charge and spin = 363.5 kcal per mole
HOMO level = -0.3193 hartree
strongest force on any atom = 0.34023 hartree/bohr

---

4.
The following is a quantum chemistry calculation of 13 unconnected molecules or ions with the total composition C23H72N4O13 at a distorted geometry, from the Open Molecules 2025 dataset.

Positions of all 112 atoms, in Å:
C (4.928, -0.279, -0.110)
O (3.859, -0.924, -0.694)
H (4.529, 0.149, 0.738)
H (5.406, 0.533, -0.625)
H (5.692, -0.940, 0.240)
H (4.183, -1.602, -1.350)
C (-0.007, 2.984, -2.677)
O (0.011, 1.759, -3.322)
H (0.397, 2.920, -1.708)
H (-0.996, 3.442, -2.583)
H (0.620, 3.657, -3.184)
H (-0.801, 1.288, -3.097)
C (0.235, 4.385, 0.748)
O (-0.559, 4.961, 1.747)
H (1.281, 4.674, 0.955)
H (-0.006, 4.810, -0.189)
H (0.292, 3.349, 0.635)
H (-0.605, 5.905, 1.639)
C (0.498, -0.674, -0.783)
O (0.143, 0.653, -0.538)
H (1.387, -0.786, -1.384)
H (-0.264, -1.154, -1.253)
H (0.602, -1.157, 0.206)
H (0.946, 1.192, -0.508)
C (-1.435, -3.603, 2.339)
O (-0.308, -4.433, 2.366)
H (-2.396, -4.095, 2.037)
H (-1.364, -2.907, 1.537)
H (-1.497, -3.056, 3.276)
H (0.472, -3.874, 2.561)
C (2.867, 1.740, -1.983)
O (2.627, 1.755, -0.580)
H (3.909, 1.664, -2.290)
H (2.561, 2.674, -2.467)
H (2.277, 0.971, -2.528)
H (2.879, 0.875, -0.269)
C (-1.500, -0.229, 3.120)
O (-0.399, -0.813, 2.510)
N (-2.387, 0.496, 2.501)
N (-1.713, -0.371, 4.413)
H (-2.579, 0.403, 1.450)
H (-3.111, 1.036, 2.994)
H (-0.947, -0.852, 4.929)
H (-2.530, 0.050, 4.896)
C (-3.110, -0.970, -0.314)
O (-2.529, -2.168, -0.314)
N (-4.347, -0.791, -0.617)
N (-2.503, 0.179, -0.205)
H (-4.901, -1.607, -0.748)
H (-4.748, 0.111, -0.723)
H (-1.480, 0.210, -0.303)
H (-3.017, 1.032, -0.393)
C (-4.873, 4.343, -1.043)
C (-3.839, 3.283, -1.288)
C (-2.601, 3.459, -0.371)
O (-4.259, 2.136, -1.095)
H (-4.612, 5.010, -0.267)
H (-5.860, 3.946, -0.834)
H (-5.034, 4.903, -1.977)
H (-3.523, 3.302, -2.374)
H (-2.203, 4.431, -0.587)
H (-1.847, 2.670, -0.579)
H (-2.858, 3.450, 0.740)
H (-4.940, 2.067, -1.829)
C (-3.869, -1.151, -3.883)
C (-2.454, -0.611, -3.706)
C (-1.828, -0.214, -5.066)
O (-2.440, 0.431, -3.027)
H (-4.134, -1.628, -2.931)
H (-3.976, -1.881, -4.673)
H (-4.624, -0.435, -4.180)
H (-1.767, -1.353, -3.271)
H (-1.626, -1.012, -5.793)
H (-0.877, 0.312, -4.932)
H (-2.457, 0.475, -5.561)
H (-2.738, 0.232, -2.139)
C (4.129, 1.685, 4.116)
C (3.417, 2.181, 2.858)
C (1.916, 1.760, 2.803)
O (3.490, 3.407, 2.878)
H (3.515, 1.786, 5.020)
H (5.133, 2.158, 4.008)
H (4.342, 0.632, 4.081)
H (3.905, 1.798, 1.990)
H (1.386, 2.143, 1.921)
H (1.478, 1.955, 3.786)
H (1.856, 0.664, 2.711)
H (3.220, 3.824, 2.061)
C (3.899, -1.962, 2.857)
C (2.704, -2.646, 2.233)
C (2.976, -4.107, 2.045)
O (1.571, -2.555, 2.755)
H (3.600, -0.929, 2.946)
H (4.708, -2.006, 2.149)
H (4.268, -2.418, 3.802)
H (2.603, -2.089, 1.272)
H (3.065, -4.622, 3.026)
H (3.857, -4.288, 1.478)
H (2.178, -4.490, 1.418)
H (1.111, -1.703, 2.474)
C (1.617, -3.642, -1.469)
C (0.281, -4.123, -0.968)
C (-0.751, -4.251, -2.075)
O (0.269, -5.178, -0.273)
H (2.175, -4.506, -1.836)
H (2.207, -3.308, -0.666)
H (1.518, -2.846, -2.212)
H (0.003, -3.374, -0.182)
H (-1.736, -4.341, -1.623)
H (-0.621, -5.070, -2.770)
H (-0.658, -3.308, -2.665)
H (0.087, -4.918, 0.644)

Summary:
charge = 0
E_LUMO = 0.0 eV
HOMO-LUMO gap = 8.60 eV
E = -2116.3429 hartree
ΔE to the lowest compared entry with this formula, charge and spin = 0.0 kcal per mole
HOMO level = -0.3146 hartree
strongest force on any atom = 0.22326 hartree/bohr